Record 1
C21H35Cl6CuO9 | ωB97M-V/def2-TZVPD

Last column: Löwdin spin population.
Element x y z (Å)
Cu 8.0876 7.6199 -16.9836  0.00
Cl 12.8573 13.9240 -14.9508  0.00
Cl 12.5305 11.4382 -23.3669  0.00
Cl 14.9070 4.2601 -23.0773  0.00
Cl 10.5445 15.4700 -15.5501  0.00
Cl 12.3459 3.1183 -22.0900  0.00
Cl 11.9436 13.6104 -21.5939  0.00
O 13.1530 7.4537 -9.8222  0.00
O 14.9215 8.4561 -10.6348  0.00
O 23.1942 9.0967 -21.6502  0.00
O 10.1423 2.5460 -13.3804  0.00
O 12.3516 7.6554 -17.4395  0.85
O 17.1880 13.0985 -18.1191  0.00
O 9.2353 4.1394 -14.8336  0.00
O 19.4165 12.7519 -18.3207  0.00
O 21.5132 7.6987 -21.3716  0.00
C 12.8592 12.0684 -21.6887  0.00
C 18.2502 12.9107 -17.5899  0.00
C 13.6077 4.3411 -21.8633  0.00
C 11.8142 7.6863 -9.5448  0.00
C 10.8509 2.3443 -15.6722  0.00
C 21.0002 9.4779 -22.8492  0.00
C 20.4959 12.4690 -17.4894  0.00
C 11.4310 13.9922 -15.9771  0.00
C 18.5694 12.7613 -16.1515  0.00
C 11.2625 1.1126 -14.8155  0.00
C 20.1406 7.4996 -21.6105  0.00
C 11.1831 1.6496 -13.3573  0.00
C 19.8571 8.4270 -22.8173  0.00
C 14.8005 7.5193 -17.8961  0.00
C 20.1130 12.9573 -16.1376  0.00
C 10.0452 3.1927 -14.6037  0.00
C 13.7264 8.4459 -10.5375  0.00
C 22.0755 8.7521 -21.9803  0.00
C 12.7445 9.5499 -10.8417  0.00
C 11.7244 9.2168 -9.7544  0.00
C 13.6468 8.2078 -17.1849  0.09
H 19.7346 7.9116 -23.7700  0.00
H 13.9388 12.1216 -21.5486  0.00
H 13.8609 8.2002 -16.1162  0.04
H 11.7443 14.0517 -17.0194  0.00
H 14.7859 7.5777 -18.9845  0.00
H 17.9283 13.4146 -15.5597  0.00
H 20.7853 11.4206 -17.5611  0.00
H 10.8586 0.8745 -12.6631  0.00
H 14.9204 6.4810 -17.5871  0.00
H 18.8871 8.9127 -22.7110  0.00
H 21.4155 9.6989 -23.8324  0.00
H 19.5820 7.8176 -20.7303  0.00
H 11.0759 7.1660 -10.1549  0.00
H 10.2951 2.0645 -16.5671  0.00
H 11.5767 7.4706 -8.5031  0.00
H 19.8939 6.4673 -21.8586  0.00
H 10.7363 9.4709 -10.1379  0.00
H 12.2727 0.8433 -15.1239  0.00
H 15.7530 7.9984 -17.6693  0.00
H 20.5899 10.4011 -22.4399  0.00
H 20.6544 12.4309 -15.3516  0.00
H 11.9322 9.7527 -8.8283  0.00
H 11.6649 3.0353 -15.8914  0.00
H 18.3390 11.7239 -15.9088  0.00
H 13.9700 4.0011 -20.8931  0.00
H 10.5886 0.2616 -14.9151  0.00
H 21.3468 12.9449 -17.9769  0.00
H 13.0710 5.2897 -21.8496  0.00
H 20.3446 13.9924 -15.8866  0.00
H 13.6900 9.2740 -17.4075  0.03
H 12.4433 11.4374 -20.9032  0.00
H 12.0457 2.2291 -13.0283  0.00
H 10.7886 13.1282 -15.8067  0.00
H 13.3053 10.4818 -10.7700  0.00
H 12.3527 9.4386 -11.8528  0.00

## Properties
* LUMO energy (spin up / spin down): -7.45 / -7.45 eV
* expectation value of S²: 0.75
* net charge: +1
* HOMO-LUMO gap (spin up / spin down): 3.906 / 3.909 eV
* 2S+1: 2
* calculated total energy: -160533.35272 eV
* E_HOMO (spin up / spin down): -11.356 / -11.356 eV

Record 2
C21H35ClLaN3O6 | ωB97M-V/def2-TZVPD

Last column: Löwdin charge in e.
Element x y z (Å)
La 0.5224 -0.5079 -0.6594  1.90
Cl 1.7239 -1.8706 -2.9012  -0.29
O -3.6099 1.3336 0.4356  0.03
O 2.8688 -0.0140 -0.1659  -0.22
O 1.1549 -1.9535 1.3936  -0.19
O -0.1011 0.7944 1.5086  -0.13
O -0.8575 -2.2888 0.4734  -0.21
O 0.4173 1.9368 -1.1708  -0.18
N 0.0170 4.1772 -1.3039  -0.17
N 4.7436 -1.2728 -0.0551  -0.17
N -1.4791 0.2642 3.2815  -0.18
C -1.6738 0.6764 -2.7467  -0.19
C -0.7033 5.3445 -0.8204  -0.04
C -6.3590 -1.8889 -0.2321  -0.09
C -1.0397 1.0599 2.3055  -0.27
C -4.1881 -0.9601 -0.1491  -0.20
C -0.5413 -0.3561 4.2044  -0.03
C -5.4770 -0.9790 -0.7144  -0.03
C -2.8822 0.2850 3.6920  -0.04
C -3.8103 -1.8048 0.8876  -0.03
C -1.9533 -1.6753 -1.9382  -0.27
C -1.5809 -0.3934 -1.6901  -0.52
C -3.7023 0.4042 -0.3169  -0.31
C -4.7680 -2.6864 1.3428  -0.08
C -6.0482 -2.7420 0.8209  -0.07
C 5.3602 -2.5601 -0.2807  -0.03
C -0.1647 2.9750 -0.7617  -0.26
C 0.0385 -2.5477 1.3362  -0.51
C 5.5995 -0.0931 0.0368  -0.01
C -1.7359 -2.2785 -3.3171  -0.14
C 0.9700 4.4009 -2.3879  -0.02
C 3.4381 -1.1464 -0.1499  -0.37
H -0.6544 0.7708 -3.2506  0.08
H 2.8485 -2.0803 -0.2390  0.09
H 4.9963 0.7973 0.1934  0.09
H -3.4920 0.7564 2.9023  0.08
H -2.3832 0.2535 -3.4821  0.07
H 1.8182 4.9954 -2.0247  0.10
H -0.8749 2.9383 0.0802  0.14
H -2.0225 1.6733 -2.3540  0.07
H -2.3306 -2.4083 -1.1595  0.10
H -2.7491 -2.5999 -3.5831  0.07
H -6.7560 -3.4666 1.2152  0.10
H -3.6843 0.5996 -1.4635  0.12
H 0.4720 -0.3013 3.7659  0.10
H -0.1933 -3.3238 2.0726  0.13
H -4.4694 -3.3208 2.1562  0.10
H -1.3510 -1.5525 -4.0710  0.07
H 4.5612 -3.3106 -0.3168  0.10
H -1.0926 -3.1714 -3.2784  0.06
H -2.7990 -1.7664 1.2397  0.09
H 1.3211 3.4482 -2.7840  0.09
H -3.0102 0.8223 4.6442  0.09
H -0.5689 0.1661 5.1720  0.09
H 5.9081 -2.5600 -1.2311  0.10
H -3.2223 -0.7474 3.8326  0.09
H -1.2324 5.8270 -1.6514  0.10
H -7.3433 -1.9491 -0.6420  0.10
H -5.7387 -0.2915 -1.4963  0.12
H 0.4803 4.9866 -3.1743  0.09
H 6.2020 0.0101 -0.8708  0.10
H 6.0478 -2.7720 0.5403  0.09
H -0.8396 -1.3959 4.3529  0.09
H 6.2922 -0.2371 0.8684  0.09
H -1.6207 1.9941 2.1834  0.14
H -1.4158 5.0404 -0.0576  0.09
H -0.0036 6.0786 -0.4028  0.09

## Properties
* LUMO energy: 0.31 eV
* energy relative to the best compared isomer or geometry (same formula, charge and spin): 419.05 kJ/mol
* HOMO-LUMO gap: 6.374 eV
* calculated total energy: -52483.23710 eV
* E_HOMO: -6.066 eV

Record 3
C21H35IN10O5PdS2 | ωB97M-V/def2-TZVPD

Last column: Löwdin charge in e.
Element x y z (Å)
I -5.3471 -4.8832 -2.5076  0.76
Pd -1.2934 -1.8595 1.3300  0.39
S -1.9008 -2.7414 3.5141  0.56
S -0.3477 2.8949 -2.4717  0.67
O -0.2067 4.0756 2.0457  0.09
O -1.7039 4.9777 0.7779  0.07
O 0.1043 4.0104 -1.6784  -0.28
O -4.3375 -2.3666 -0.1572  -0.01
O -0.0902 1.5410 -2.0241  -0.33
N -2.3034 2.4213 -0.2848  0.04
N -0.0275 -0.7363 3.5266  0.08
N 1.8469 -1.7271 -0.2878  -0.07
N 0.7519 -2.9485 3.1136  0.06
N -1.1074 4.0153 1.2328  -0.34
N -0.2497 -2.0439 -0.6887  -0.03
N 0.3123 -3.1736 -0.1566  -0.05
N 1.5647 -2.9896 0.0779  0.04
N -1.7758 0.5179 0.7071  0.10
N -3.0280 -4.1585 0.2985  0.16
C 1.4854 1.0587 3.9836  -0.03
C -4.1779 -3.5736 -0.0701  -0.69
C 2.0377 -2.5842 3.2500  -0.33
C -1.4838 2.7078 0.7931  -0.16
C 2.3202 -1.2866 3.5352  -0.02
C 1.7134 3.6409 -4.0770  -0.11
C 3.3793 0.3043 -2.1265  -0.06
C 3.2207 -1.2446 -0.0898  -0.10
C 0.3046 3.0617 -4.1236  -0.28
C -3.1774 0.3062 -1.3284  0.02
C -5.3147 -4.5191 -0.4046  -0.56
C -2.7757 3.3162 -1.3283  -0.13
C -2.4290 1.0683 -0.2947  -0.33
C 3.5279 0.1577 -0.6066  -0.39
C 2.7956 1.2557 0.1697  -0.05
C -1.1966 1.5327 1.4040  -0.02
C -0.3515 -2.0692 3.2093  -0.93
C 0.7395 -1.1645 -0.7557  -0.15
C 1.2157 -0.3872 3.6685  -0.34
C 3.0652 -3.6535 3.0653  -0.02
C -2.1048 3.0500 -2.6690  -0.21
H -0.6428 1.3614 2.3119  0.09
H -4.0623 0.8458 -1.6692  0.09
H 3.6520 -0.6154 -2.6504  0.08
H 3.3993 -1.2883 0.9866  0.11
H 2.3751 3.0180 -3.4741  0.07
H 3.0282 -4.0207 2.0367  0.07
H 0.2816 2.0549 -4.5395  0.11
H 3.8779 -1.9683 -0.5694  0.13
H -5.2356 -5.4915 0.0709  0.04
H -2.2607 -3.5973 0.6638  0.00
H 3.3378 -0.9598 3.6907  0.11
H -2.5762 4.3289 -0.9970  0.11
H 4.5936 0.2630 -0.3839  0.13
H 0.6399 -0.1524 -1.1121  0.08
H 1.5942 1.6361 3.0616  0.06
H -3.8520 3.1963 -1.4462  0.14
H -2.2974 3.8899 -3.3367  0.11
H 0.5146 -3.9037 2.8894  0.13
H 2.4051 1.1755 4.5575  0.08
H 1.7112 1.1810 0.0765  0.06
H -2.4354 2.1221 -3.1354  0.10
H 0.6509 1.4783 4.5421  0.09
H 2.1157 3.6871 -5.0882  0.08
H -6.2586 -4.0452 -0.1662  0.05
H -2.5347 0.0950 -2.1874  0.09
H 3.0425 1.2136 1.2329  0.07
H 2.8697 -4.4938 3.7343  0.09
H -2.9671 -5.1569 0.3900  0.11
H 3.0783 2.2418 -0.2023  0.09
H 1.7107 4.6411 -3.6500  0.08
H -3.4937 -0.6410 -0.8903  0.05
H 4.0382 1.0956 -2.4875  0.08
H 4.0599 -3.2665 3.2742  0.08
H -0.3814 3.6959 -4.6867  0.10
H 2.3668 0.5757 -2.4184  0.05

## Properties
* LUMO energy: -0.08 eV
* energy relative to the best compared isomer or geometry (same formula, charge and spin): 101.59 kJ/mol
* HOMO-LUMO gap: 6.554 eV
* calculated total energy: -80731.40542 eV
* E_HOMO: -6.632 eV

Record 4
C21H35N3O4 | ωB97M-V/def2-TZVPD

Last column: Löwdin charge in e.
Element x y z (Å)
O -4.8722 -1.6564 3.7557  0.03
O -2.3177 0.1054 4.3953  0.10
O 1.1492 1.5396 -2.4728  0.07
O 2.6207 0.7183 1.9951  0.08
N 3.0932 2.6704 -2.6900  0.08
N -1.1779 -0.6146 2.6052  -0.01
N 1.4730 1.0062 0.0742  0.12
C 2.1513 2.0267 -1.9713  -0.44
C -0.7702 -0.5974 1.2010  -0.06
C -4.3186 -1.5824 2.4641  -0.48
C 0.1739 -0.4347 3.1249  -0.03
C 3.1750 1.7941 -6.3953  -0.08
C 2.3938 1.9788 -0.4649  -0.27
C 1.3651 -2.0253 1.4106  -0.13
C 0.7642 -3.1717 2.1662  -0.18
C 4.9146 1.2764 -4.6547  -0.08
C -3.5819 -0.2373 2.3614  -0.21
C -5.2679 -1.7981 1.2562  -0.09
C -3.4968 -2.7973 1.9699  -0.09
C 0.7038 -0.6613 1.6816  -0.29
C 1.6803 0.4243 1.2749  -0.45
C 2.1966 3.3576 0.1678  -0.02
C -2.3252 -0.2192 3.2241  -0.41
C 0.1111 -4.1736 1.5957  0.00
C -4.4886 0.9255 2.7494  -0.03
C -4.1544 -2.6297 0.5831  -0.15
C 3.4435 1.5821 -4.9102  -0.43
C 2.9869 2.8161 -4.1329  -0.16
H 0.7436 0.7051 -0.5560  0.13
H 2.3232 3.2751 1.2457  0.08
H 1.3229 -2.2251 0.3361  0.13
H 5.1138 1.1022 -3.5959  0.07
H 1.1942 3.7295 -0.0482  0.09
H -6.1113 -2.4259 1.5500  0.12
H -4.7126 0.8773 3.8117  0.08
H -5.4235 0.8911 2.1893  0.08
H 2.8385 0.7409 -4.5596  0.13
H -1.0459 0.3236 0.6783  0.13
H -2.4126 -2.7630 2.0588  0.08
H -4.0001 1.8788 2.5447  0.09
H -4.4551 -3.5352 0.0606  0.10
H -3.8578 -3.7045 2.4611  0.12
H -5.2655 -2.5271 3.8684  0.10
H 3.7470 2.6458 -6.7742  0.08
H 2.1179 1.9871 -6.5849  0.08
H 3.9197 2.9945 -2.2189  0.14
H 2.9232 4.0762 -0.2128  0.08
H -3.5453 -2.0266 -0.0911  0.10
H -1.1011 -1.4631 0.6210  0.12
H 0.8889 -3.1691 3.2436  0.10
H -0.3005 -4.9871 2.1789  0.06
H 5.2274 0.3843 -5.1987  0.08
H 2.4200 -1.9386 1.6874  0.13
H 1.9442 3.0323 -4.3670  0.13
H -0.0263 -4.2170 0.5204  0.06
H 3.4144 1.6381 -0.2671  0.15
H 3.5851 3.6822 -4.4268  0.13
H 3.4661 0.9169 -6.9741  0.08
H 0.4702 -1.1503 3.8884  0.12
H -5.6456 -0.9159 0.7400  0.11
H -3.2802 -0.1352 1.3144  0.13
H 5.5444 2.1063 -4.9889  0.08
H 0.3541 0.5737 3.5012  0.13

## Properties
* SMILES: C=CCC1(C(=O)N[C@H](C)C(=O)NCC(C)C)CN(C(=O)[C@H](C)C2(O)CCC2)C1
* LUMO energy: 0.55 eV
* energy relative to the best compared isomer or geometry (same formula, charge and spin): 85.81 kJ/mol
* HOMO-LUMO gap: 9.610 eV
* calculated total energy: -35005.49015 eV
* E_HOMO: -9.063 eV

Which of these has the highest calculated total energy?
C21H35N3O4